C78H178N6O14 | ωB97M-V with the def2-TZVPD basis set

Calculated values
Kohn-Sham gap, Ha: 0.320

The geometry in XYZ format:
```
276
Properties=species:S:1:pos:R:3:forces:R:3:lowdin_charge:R:1
C 4.782 2.870 4.212 -0.1353 -0.9101 -1.0799 -0.033
C 5.204 2.533 2.774 -0.2008 0.4440 0.9593 -0.482
C 6.636 2.036 2.750 -0.4969 1.2043 -0.0342 -0.035
O 4.345 1.527 2.265 0.2002 0.4421 0.2990 -0.094
H 5.041 1.998 4.826 -0.3813 0.2511 0.1595 0.088
H 3.708 3.079 4.208 0.1344 -0.0581 0.3355 0.063
H 5.339 3.723 4.540 0.2268 0.5404 0.3633 0.072
H 5.099 3.446 2.181 0.0184 0.0674 -0.2512 0.130
H 7.350 2.839 3.005 -0.2214 -0.5429 0.0758 0.099
H 6.793 1.725 1.746 0.6693 -0.3822 -0.8173 0.044
H 6.659 1.189 3.406 0.5192 -0.4777 0.4459 0.072
H 4.595 1.356 1.325 -0.5739 -0.1849 0.2861 0.037
C 5.047 -1.600 3.502 -0.7174 0.8961 0.3040 -0.042
C 3.531 -1.478 3.482 -0.9773 -1.5965 0.5282 -0.489
C 2.885 -2.628 4.297 0.4024 0.7767 0.5008 -0.051
O 3.067 -0.258 4.036 0.1201 -0.2780 0.1120 -0.062
H 5.414 -2.526 3.089 0.0396 -0.4103 0.0527 0.072
H 5.367 -1.425 4.536 0.1986 -0.2625 -0.2118 0.095
H 5.397 -0.787 2.890 0.5798 0.3614 -0.1907 0.038
H 3.122 -1.598 2.481 0.2488 0.2376 -0.5451 0.109
H 3.284 -3.614 4.070 0.1197 0.0253 -0.2952 0.058
H 1.802 -2.660 4.224 -0.1626 0.1121 -0.2424 0.067
H 3.114 -2.429 5.345 0.0129 -0.0637 0.1487 0.078
H 3.418 0.451 3.478 0.1197 0.1673 -0.1898 0.037
C 5.257 3.119 -2.863 -1.6026 0.2335 0.0465 -0.022
C 3.747 2.981 -2.656 -0.1189 -0.8203 -0.9070 -0.423
C 2.965 3.391 -3.897 -0.6161 0.3981 0.1273 -0.043
O 3.443 1.566 -2.445 -0.1206 0.4533 0.5784 -0.106
H 5.377 4.164 -3.139 0.5471 -0.0167 -0.2001 0.083
H 5.556 2.431 -3.645 0.3174 0.0431 -0.1310 0.087
H 5.742 2.930 -1.927 0.5855 -0.2132 0.3843 0.068
H 3.451 3.555 -1.784 -0.2078 0.0485 0.2477 0.117
H 3.275 2.781 -4.739 0.3093 0.0790 -0.2105 0.072
H 3.052 4.462 -4.132 0.2597 -0.2530 0.0012 0.076
H 1.891 3.196 -3.781 0.1998 -0.0083 0.2829 0.066
H 2.556 1.500 -2.031 -0.0084 0.0357 -0.3319 0.066
C 2.910 6.461 1.825 -0.6749 0.6894 -0.0492 -0.038
C 2.613 7.981 1.917 0.8657 -0.5997 2.2435 -0.525
C 3.879 8.795 1.746 0.5067 0.8107 -1.2073 -0.063
O 1.601 8.421 1.071 0.1204 -0.3911 -1.5383 -0.041
H 3.775 6.108 2.372 0.2249 0.3382 0.4958 0.067
H 3.126 6.190 0.799 -0.2473 -0.0971 -0.4590 0.063
H 2.036 5.938 2.199 -0.1092 -0.3697 -0.2228 0.066
H 2.162 8.214 2.885 0.4237 -0.3173 0.3615 0.133
H 3.622 9.857 1.779 -0.0178 -0.0094 0.1083 0.076
H 4.222 8.632 0.697 0.1031 0.0074 0.5948 0.086
H 4.739 8.656 2.428 -0.7024 -0.4193 -0.1873 0.086
H 1.963 8.240 0.188 -0.4600 0.2856 -0.2834 0.056
C 4.475 -1.454 -1.291 0.1174 0.5874 0.4201 -0.026
C 5.169 -0.544 -0.286 -0.1817 -0.5922 0.4613 -0.457
C 6.620 -0.241 -0.606 -1.0674 -0.2522 -0.9817 -0.022
O 4.413 0.657 -0.074 0.2518 -0.3423 -0.6981 -0.085
H 4.951 -2.448 -1.293 -0.2717 0.4346 -0.2172 0.087
H 4.571 -0.939 -2.252 -0.1936 -0.4817 -0.2695 0.072
H 3.418 -1.518 -0.990 0.2910 -0.2456 -0.3030 0.071
H 5.152 -1.021 0.684 -0.0719 -0.2986 0.4241 0.114
H 6.648 0.141 -1.642 0.4141 0.0254 0.4457 0.093
H 7.231 -1.138 -0.508 0.0690 0.0591 -0.0586 0.089
H 6.893 0.492 0.118 0.7841 0.6219 0.2407 0.045
H 4.041 0.960 -0.923 0.2282 0.1142 -0.1717 0.052
C 2.095 0.062 -6.125 -0.4908 1.7390 0.0941 -0.070
C 3.238 -0.779 -5.699 0.4034 -0.3139 2.0006 -0.497
C 4.035 -1.366 -6.811 0.5120 0.8667 -1.3937 -0.061
O 4.137 0.067 -4.891 -0.0505 -1.3041 -1.4468 -0.068
H 2.576 0.930 -6.607 -0.5251 -0.0999 -0.2357 0.089
H 1.562 0.477 -5.235 0.2523 -0.4214 -0.5564 0.079
H 1.361 -0.401 -6.787 0.1910 -0.1084 0.0077 0.075
H 2.820 -1.597 -5.079 0.4782 0.1655 0.0593 0.135
H 4.985 -1.780 -6.509 0.0507 -0.4464 0.4848 0.076
H 4.344 -0.561 -7.517 -0.4164 -0.3458 0.2719 0.095
H 3.453 -2.101 -7.373 0.0837 0.0019 0.1029 0.082
H 3.655 0.426 -4.154 -0.4883 0.3404 0.7432 0.013
C 1.026 5.979 -1.716 0.3043 0.2406 -0.2330 -0.057
C 1.487 7.127 -2.595 0.4672 -0.2244 -0.6091 -0.499
C 0.378 8.085 -2.831 0.2961 1.0617 0.1235 -0.056
O 2.611 7.864 -2.001 -0.2319 -1.6390 -0.9865 -0.061
H 0.597 6.416 -0.815 -0.2106 -0.3395 0.1477 0.089
H 1.893 5.385 -1.452 0.0758 -0.2643 0.1894 0.051
H 0.318 5.331 -2.266 0.1616 0.3009 0.3948 0.083
H 1.807 6.694 -3.572 0.0796 0.3420 0.4875 0.136
H 0.265 8.651 -1.890 -0.4026 -0.1557 -0.3665 0.098
H -0.488 7.478 -3.047 -0.6105 0.3084 -0.1521 0.064
H 0.607 8.810 -3.637 -0.2511 -0.4799 0.3896 0.096
H 3.321 7.292 -2.349 0.2731 0.8337 0.7334 0.093
C -3.904 2.753 -2.786 -0.3225 -0.6819 0.0455 -0.058
C -2.997 3.747 -3.397 1.5869 -0.1198 -0.2174 -0.446
C -2.907 4.998 -2.579 0.0453 -0.0938 0.2278 -0.048
O -1.643 3.129 -3.485 -0.7945 0.4907 -0.2541 -0.088
H -3.707 2.662 -1.737 0.3004 -0.0249 0.7750 0.060
H -3.745 1.769 -3.208 -0.2590 -0.1991 -0.3074 0.083
H -4.939 3.062 -2.857 -0.2510 -0.0140 -0.2740 0.088
H -3.268 4.008 -4.405 -0.3618 -0.0981 -0.5447 0.134
H -2.252 5.683 -3.109 -0.0619 0.4781 0.2221 0.066
H -2.470 4.729 -1.614 0.0095 0.2359 0.0117 0.078
H -3.910 5.410 -2.411 0.3161 0.1495 -0.1185 0.096
H -1.189 3.467 -4.274 -0.2552 -0.1332 0.4365 0.103
C -6.313 -4.817 0.042 0.8976 0.8225 -0.2287 -0.013
C -5.114 -4.097 -0.673 -0.3239 -0.1267 0.0662 -0.504
C -5.250 -2.577 -0.520 -0.4771 -0.7806 -0.7096 -0.146
C -4.944 -2.098 0.865 -0.2153 0.4509 0.2687 -0.173
C -3.569 -2.553 1.331 0.5237 0.8159 -0.4324 -0.153
C -3.344 -4.037 1.204 -1.5020 0.1733 1.1340 -0.484
N -3.766 -4.443 -0.187 0.7346 -0.4641 1.8016 -0.058
O -3.575 -5.867 -0.226 -0.3522 0.2853 -0.2755 -0.045
C -1.873 -4.418 1.377 -1.3844 -0.5034 -0.8541 -0.028
C -4.164 -4.630 2.430 0.7142 -0.2868 -0.3038 -0.017
C -5.062 -4.538 -2.156 -0.7584 0.3538 0.6492 -0.024
H -7.218 -4.541 -0.488 -0.1599 -0.3205 -0.2282 0.086
H -6.460 -4.511 1.076 0.0556 0.0636 -0.1544 0.053
H -6.138 -5.880 0.032 -0.3687 -0.5039 -0.1321 0.074
H -4.645 -2.155 -1.314 0.3835 0.5092 0.0754 0.113
H -6.283 -2.274 -0.702 -0.0707 -0.1971 -0.4316 0.125
H -5.785 -2.454 1.497 0.6820 0.2262 0.0790 0.121
H -5.023 -1.003 0.826 0.1654 -0.2062 0.4035 0.090
H -3.361 -2.247 2.364 0.0009 0.0255 -0.2106 0.118
H -2.801 -2.108 0.688 -0.1299 0.4493 -0.0088 0.103
H -1.471 -4.095 2.323 0.1267 0.0497 0.3481 0.089
H -1.902 -5.501 1.249 0.7236 0.0387 0.3459 0.079
H -1.347 -3.996 0.535 0.4917 0.1684 -0.1587 0.070
H -3.823 -4.190 3.383 0.1880 0.0020 -0.5138 0.094
H -5.233 -4.462 2.410 0.0261 0.0256 -0.1611 0.049
H -3.972 -5.691 2.534 -0.1330 -0.4332 0.0099 0.074
H -4.851 -5.603 -2.096 -0.4077 -0.1523 -0.5325 0.074
H -4.180 -4.098 -2.645 -0.5915 0.1719 0.0392 0.062
H -6.049 -4.296 -2.636 1.1003 -0.3446 0.1048 0.105
H -4.237 -6.205 0.394 0.0776 -0.2812 0.0204 0.075
C -1.452 -6.919 -8.530 -0.4503 0.0057 0.3174 -0.051
C -1.179 -5.470 -8.166 0.2390 0.9542 -0.0768 -0.475
C -2.180 -4.482 -8.840 0.1760 -2.0531 -0.1084 -0.158
C -2.189 -3.135 -8.218 0.2082 1.9621 -0.1628 -0.205
C -2.581 -3.246 -6.760 0.3971 -1.4913 0.8708 -0.131
C -1.563 -4.116 -5.958 -0.6139 0.9991 0.0653 -0.503
N -1.419 -5.396 -6.652 0.8512 0.1157 -1.1297 -0.072
O -0.336 -6.062 -6.001 0.3105 0.0149 -0.1231 -0.038
C -0.286 -3.254 -5.664 -0.0290 -0.9936 -0.5882 -0.016
C -2.176 -4.435 -4.563 0.0829 0.1622 -0.8857 -0.042
C 0.252 -5.166 -8.704 -0.1374 0.1571 1.7926 -0.031
H -2.241 -7.270 -7.863 -0.1461 -0.1880 -0.2213 0.085
H -0.552 -7.508 -8.322 -0.1885 -0.1030 -0.3387 0.081
H -1.788 -7.014 -9.570 0.3155 -0.1141 0.1978 0.091
H -1.921 -4.446 -9.910 -0.1183 0.0405 0.2783 0.126
H -3.173 -4.955 -8.761 0.0715 0.2809 -0.0691 0.125
H -2.925 -2.524 -8.763 0.1760 0.0116 0.1946 0.117
H -1.211 -2.625 -8.378 -0.5187 -0.3019 0.2609 0.112
H -3.534 -3.777 -6.760 -0.2068 -0.1089 0.1796 0.117
H -2.722 -2.398 -6.094 0.0593 0.7351 -0.7301 0.117
H 0.080 -2.609 -6.484 -0.3615 -0.3282 0.2754 0.069
H -0.522 -2.661 -4.788 0.1139 0.3736 0.0306 0.054
H 0.509 -3.948 -5.388 0.1369 0.1634 0.0271 0.080
H -1.416 -4.928 -3.955 -0.2201 0.0337 0.1581 0.084
H -2.476 -3.480 -4.113 0.0636 -0.2920 0.1328 0.071
H -3.059 -5.079 -4.683 0.2918 0.1496 0.1093 0.088
H 0.519 -4.124 -8.598 0.0340 0.3796 -0.0564 0.064
H 0.411 -5.466 -9.723 -0.3644 -0.1673 -0.5644 0.078
H 0.959 -5.729 -8.098 0.1346 -0.0263 0.0410 0.075
H -0.631 -6.966 -5.905 -0.2299 -0.3257 0.1351 0.097
C 1.737 -5.376 -0.545 -1.2058 0.4699 -0.0036 -0.029
C 2.492 -5.471 0.764 0.3374 0.6879 -0.2919 -0.519
C 1.523 -5.556 1.971 1.1998 0.7107 -0.1198 -0.117
C 0.931 -6.926 2.162 -0.8292 -0.2104 -0.0946 -0.183
C 1.998 -7.997 2.158 -0.8168 -1.2676 2.0777 -0.164
C 2.867 -7.946 0.973 0.0316 1.1471 -1.1988 -0.566
N 3.452 -6.560 0.901 -0.1214 -1.4457 -0.1917 -0.053
O 4.280 -6.568 -0.270 -0.0265 0.4569 -0.4075 -0.044
C 4.031 -8.865 1.085 0.3012 -0.3953 0.0254 -0.041
C 2.067 -8.384 -0.256 -0.4116 -0.3088 0.6141 -0.020
C 3.338 -4.198 0.790 -0.1727 0.4024 0.8459 -0.038
H 1.241 -4.391 -0.569 0.2461 -0.1839 -0.0461 0.083
H 0.934 -6.087 -0.615 -0.3290 -0.1306 -0.1679 0.054
H 2.352 -5.455 -1.424 0.4177 -0.1195 -0.2457 0.089
H 2.123 -5.247 2.860 -0.5885 -0.2130 -0.4080 0.121
H 0.721 -4.839 1.793 0.1208 0.2137 0.1904 0.093
H 0.215 -7.143 1.340 0.2510 0.1824 0.4645 0.112
H 0.342 -6.925 3.097 0.2246 -0.1919 -0.3474 0.122
H 1.509 -9.016 2.213 0.5059 0.9318 -0.0492 0.142
H 2.640 -7.930 3.054 -0.2915 0.1616 -0.0966 0.130
H 3.622 -9.868 1.172 0.3782 -0.3022 0.2551 0.094
H 4.595 -8.793 0.160 0.1888 -0.3260 0.0179 0.079
H 4.670 -8.578 1.922 -0.0365 -0.2692 0.0927 0.097
H 1.692 -9.391 -0.060 0.1341 -0.0998 -0.0496 0.093
H 1.186 -7.780 -0.450 0.2907 -0.1578 -0.1933 0.056
H 2.744 -8.431 -1.076 0.1669 0.1373 -1.0002 0.079
H 4.040 -4.284 1.617 0.0051 0.2617 0.2726 0.081
H 2.673 -3.322 0.938 0.5030 -0.3260 -0.1550 0.082
H 3.950 -4.093 -0.107 -0.3781 0.0162 -0.0511 0.067
H 5.178 -6.730 0.038 -0.1387 0.1854 0.2603 0.105
C 1.194 4.445 7.035 -0.4480 0.4502 -0.7067 -0.020
C 0.102 4.342 5.958 -0.3794 -0.6059 -0.6500 -0.497
C 0.702 3.545 4.769 -0.2816 0.6126 0.1205 -0.140
C 0.831 2.054 5.019 1.2477 0.0067 0.5753 -0.175
C -0.459 1.420 5.521 -0.0372 0.1127 -0.0041 -0.121
C -1.031 2.133 6.734 -0.5931 2.1710 -1.7366 -0.521
N -1.152 3.624 6.362 2.1841 -1.6538 -0.7174 -0.100
O -1.681 4.284 7.415 -1.6214 1.3155 2.0833 -0.047
C -2.476 1.704 6.856 0.5359 -1.1869 1.7614 -0.035
C -0.275 1.761 7.985 0.3679 -0.1002 -0.3596 -0.021
C -0.310 5.760 5.509 0.7338 0.0296 0.1316 -0.031
H 1.880 5.197 6.632 0.2481 -0.2466 0.3507 0.088
H 1.689 3.484 7.142 0.1854 0.1964 0.3153 0.063
H 0.798 4.835 7.971 0.0898 -0.1449 0.1908 0.081
H 0.085 3.699 3.887 -0.3757 0.0821 -0.1931 0.105
H 1.676 3.989 4.508 -0.1532 -0.1571 0.1650 0.106
H 1.653 1.886 5.750 -0.5521 0.0393 -0.0727 0.112
H 1.299 1.621 4.133 -0.5473 -0.4266 -0.0856 0.077
H -0.346 0.395 5.885 0.2883 -0.1543 -0.5915 0.127
H -1.279 1.449 4.796 0.3665 -0.1301 -0.4011 0.112
H -2.816 1.943 7.869 -0.3595 0.0389 -0.2509 0.093
H -3.163 2.066 6.125 -0.1919 0.4654 -0.5616 0.058
H -2.416 0.616 6.800 -0.5014 -0.2064 -0.0081 0.091
H 0.812 1.726 7.821 -0.4262 0.1037 0.2894 0.085
H -0.548 2.374 8.832 0.1586 0.2210 0.3976 0.078
H -0.625 0.760 8.201 0.1436 -0.3513 0.3505 0.090
H 0.601 6.232 5.097 -0.4339 -0.0030 0.0685 0.080
H -0.653 6.365 6.356 0.1060 -0.1694 -0.1058 0.081
H -1.092 5.790 4.747 0.0656 -0.3252 0.0251 0.081
H -1.238 4.057 8.257 0.1412 0.0219 -0.4939 0.091
C -0.932 2.408 0.526 0.3030 -0.2955 -1.1674 -0.008
C 0.430 1.698 0.203 -1.0110 0.7237 1.0740 -0.478
C 0.676 0.683 1.322 -0.0049 0.8440 -0.1534 -0.128
C -0.100 -0.619 1.255 0.8946 -0.1762 -0.8181 -0.127
C 0.193 -1.194 -0.164 0.4684 0.2055 0.6943 -0.111
C -0.025 -0.201 -1.353 -0.2998 -1.5856 0.7358 -0.497
N 0.631 1.063 -1.090 0.1861 0.1452 0.0290 -0.078
O 0.447 1.964 -2.173 0.4398 -0.0380 0.0494 -0.039
C 0.618 -0.841 -2.590 -0.3649 0.7350 -0.2431 -0.012
C -1.526 -0.119 -1.535 -1.1203 0.3352 -0.8924 -0.019
C 1.465 2.818 0.343 -0.3878 -0.1603 0.6648 -0.012
H -1.177 3.043 -0.321 -0.3134 0.1839 -0.2987 0.067
H -0.720 3.101 1.335 -0.3471 -0.1917 0.3468 0.075
H -1.798 1.760 0.728 0.5047 0.1908 0.1151 0.054
H 1.724 0.502 1.226 0.9803 -0.7781 0.1610 0.103
H 0.602 1.253 2.253 -0.3831 -0.3182 0.0506 0.106
H -1.171 -0.558 1.409 -0.2917 0.4056 0.1275 0.084
H 0.301 -1.256 2.063 -0.2024 -0.1166 -0.4537 0.114
H -0.355 -2.122 -0.345 -0.3147 0.2058 -0.1753 0.095
H 1.228 -1.516 -0.198 0.4735 0.0960 0.1307 0.092
H 0.110 -0.470 -3.483 0.2135 0.0382 -0.1036 0.077
H 1.678 -0.581 -2.648 -0.0664 -0.1539 0.0300 0.076
H 0.491 -1.912 -2.582 0.0312 -0.4478 0.0903 0.080
H -2.074 0.252 -0.658 0.2729 0.0186 -0.2056 0.070
H -1.794 0.501 -2.421 0.0751 -0.2512 0.5828 0.081
H -1.932 -1.123 -1.733 0.1845 0.1832 -0.0401 0.091
H 2.477 2.432 0.195 -0.0731 0.2377 0.0034 0.079
H 1.348 3.219 1.364 0.4694 -0.1503 -0.2409 0.088
H 1.199 3.633 -0.317 0.2750 0.0982 -0.3688 0.058
H -0.486 2.175 -2.344 -0.2573 -0.0645 0.2320 0.051
C -4.754 0.715 3.460 -0.2169 0.5286 1.0572 -0.024
C -4.901 2.055 2.765 -0.0402 0.5068 -0.9794 -0.482
C -5.123 1.860 1.251 -0.0254 -1.4034 0.5262 -0.158
C -5.617 3.070 0.510 -0.7144 0.9341 0.4982 -0.170
C -6.885 3.581 1.267 -0.1153 -0.5170 -0.0216 -0.117
C -6.625 3.895 2.753 -0.2438 1.7623 -1.1756 -0.527
N -6.126 2.690 3.363 2.2370 -0.0107 0.4070 -0.056
O -5.734 3.007 4.688 -0.3844 -0.1686 1.1275 -0.057
C -5.742 5.219 2.864 -0.2766 -1.3882 -0.4728 -0.011
C -7.905 4.288 3.498 0.6586 -1.1826 0.3806 -0.034
C -3.562 2.825 2.901 -0.0406 -1.2034 0.4562 -0.023
H -3.976 0.104 3.022 0.1364 -0.1727 -0.1588 0.071
H -5.719 0.213 3.477 0.0365 -0.2303 -0.1867 0.094
H -4.509 0.943 4.515 0.0513 -0.4259 -0.4607 0.079
H -4.182 1.422 0.871 -0.3234 0.2821 -0.1511 0.109
H -5.879 1.059 1.172 0.0850 0.2033 -0.1813 0.117
H -5.875 2.821 -0.533 0.1612 0.1588 0.3748 0.102
H -4.866 3.883 0.516 -0.2259 -0.3759 -0.2259 0.106
H -7.691 2.810 1.208 0.5161 0.4289 -0.0139 0.130
H -7.273 4.501 0.840 -0.0861 0.0447 -0.3267 0.112
H -4.776 5.103 2.370 -0.0512 0.2479 0.2580 0.055
H -6.262 6.072 2.412 0.0079 -0.3303 0.0895 0.087
H -5.648 5.390 3.924 0.4217 0.4374 0.3285 0.074
H -8.210 5.265 3.177 -0.5519 0.3635 -0.0673 0.076
H -8.662 3.513 3.418 -0.3116 0.1111 -0.3850 0.086
H -7.629 4.277 4.555 -0.1746 0.4455 -0.0286 0.081
H -2.764 2.116 2.648 -0.1867 0.1558 -0.2123 0.072
H -3.287 3.102 3.906 -0.0654 0.3308 0.5959 0.065
H -3.486 3.677 2.272 0.1548 0.6237 -0.5813 0.056
H -4.899 3.512 4.686 -0.3709 -0.1183 -0.3356 0.079
```
Forces are in eV/Å.